# C4H11NOS

An isolated molecule of C4H11NOS in a non-equilibrium geometry (ωB97M-V/def2-TZVPD, the Open Molecules 2025 dataset).

The calculation puts the maximum force at 1.8 eV/Å. The LUMO energy comes out at 0.73 eV. The relative energy (zero: lowest compared OMol25 entry of this formula, charge and spin) is 33.38 kcal/mol. As for the SMILES: C[C@H](CS)NCO. The frontier orbital gap is 9.86 eV. The electronic energy comes out at -18698.47123 eV.

```
! wB97M-V def2-TZVPD RIJCOSX def2/J DEFGRID3
* xyz 0 1
C -1.8520 0.9661 -0.4730
C -0.5093 0.4172 -0.0158
C -0.5268 -1.0642 0.3388
S -0.3997 -2.2009 -1.0617
N 0.0439 1.1909 1.1118
C 1.4712 1.2819 1.2356
O 2.0565 1.7665 -0.0164
H -1.9966 2.0409 -0.4511
H -2.5985 0.6187 0.2498
H -2.0756 0.4874 -1.4264
H 0.1825 0.6180 -0.8383
H 0.2781 -1.2107 1.0511
H -1.4160 -1.2775 0.9315
H 0.7592 -2.7743 -0.7207
H -0.2075 2.1493 0.8974
H 1.6991 2.1297 1.8741
H 1.8509 0.3104 1.5614
H 2.9378 1.3929 -0.1035
*
```